A molecular structure, C39H66BCdN10SSi at a distorted geometry. Source: the OMol25 dataset; level of theory: wB97M-V/def2-TZVPD.

```
! RIJCOSX wB97M-V def2-TZVPD def2/J DEFGRID3
* xyz -1 1
Cd 0.68 -0.55 -0.86
C -1.40 -2.58 -4.71
C -0.87 -2.29 -3.31
N 0.07 -1.40 -3.07
N 0.64 -0.80 -4.15
C 1.86 -0.30 -3.95
N 2.42 0.31 -5.02
S 2.65 -0.37 -2.41
C -1.29 -3.20 -2.24
C -1.88 -4.43 -2.46
C -2.08 -5.30 -1.40
C -1.61 -4.99 -0.13
C -0.97 -3.75 -0.02
N -0.85 -2.87 -1.01
H -1.02 -1.79 -5.36
H -2.48 -2.60 -4.72
H -1.02 -3.56 -5.09
H 1.78 0.47 -5.80
H 3.30 0.78 -4.98
H -2.17 -4.78 -3.46
H -2.59 -6.24 -1.53
H -1.63 -5.76 0.67
H -0.70 -3.39 0.98
C 1.36 2.97 -2.58
C 2.35 3.29 -1.44
C 3.83 3.07 -1.81
C 2.06 2.74 -0.09
C 2.64 3.25 1.09
C 2.14 2.47 2.13
C 2.60 2.57 3.58
C 1.56 2.66 4.65
C 3.75 1.57 3.85
N 1.37 1.52 1.57
N 1.22 1.77 0.18
B 0.61 0.36 2.30
N 1.36 -1.09 2.27
N 1.49 -1.73 1.01
C 2.34 -2.73 1.17
C 2.78 -2.77 2.52
C 2.11 -1.75 3.15
C 2.16 -1.63 4.64
C 1.17 -2.61 5.25
C 3.58 -2.02 5.07
C 2.79 -3.57 0.04
C 4.29 -3.35 -0.21
C 2.51 -5.06 0.30
N -0.83 0.19 1.78
N -1.07 0.48 0.37
C -2.39 0.73 0.25
C -3.05 0.62 1.52
C -2.03 0.24 2.43
C -2.47 -0.36 3.71
C -1.69 0.16 4.89
C -2.53 -1.87 3.66
C -3.07 1.22 -0.97
C -2.57 0.43 -2.18
C -4.59 1.04 -0.80
H 1.35 3.87 -3.21
H 0.37 2.76 -2.16
H 1.68 2.15 -3.25
H 2.33 4.39 -1.21
H 4.09 2.01 -1.92
H 4.42 3.50 -1.01
H 4.01 3.59 -2.81
H 3.26 4.11 1.20
H 3.09 3.58 3.58
H 0.97 1.78 4.77
H 0.85 3.46 4.35
H 2.02 2.91 5.64
H 3.55 0.64 3.32
H 3.93 1.35 4.96
H 4.69 2.04 3.45
H 0.66 0.68 3.52
H 3.48 -3.50 2.93
H 1.95 -0.57 4.95
H 1.33 -3.61 4.94
H 0.14 -2.37 4.93
H 1.07 -2.52 6.35
H 3.76 -3.07 5.02
H 3.78 -1.62 6.11
H 4.33 -1.56 4.40
H 2.25 -3.25 -0.84
H 4.82 -3.43 0.75
H 4.50 -2.37 -0.67
H 4.69 -4.13 -0.85
H 2.88 -5.41 1.27
H 2.93 -5.67 -0.52
H 1.47 -5.31 0.28
H -4.06 0.89 1.82
H -3.50 -0.02 3.82
H -0.64 -0.22 4.90
H -2.18 -0.01 5.85
H -1.62 1.29 4.78
H -1.56 -2.30 3.38
H -3.31 -2.21 2.98
H -2.77 -2.26 4.66
H -2.99 2.30 -1.04
H -1.54 0.16 -2.01
H -2.63 1.17 -3.17
H -3.10 -0.50 -2.43
H -4.79 0.01 -0.75
H -5.20 1.43 -1.61
H -4.95 1.61 0.04
C -4.52 2.97 -5.81
Si -3.61 3.63 -4.22
C -2.55 5.10 -4.72
C -4.56 4.24 -2.66
C -2.42 2.20 -3.79
H -5.28 3.74 -6.11
H -4.96 1.99 -5.63
H -3.81 2.93 -6.63
H -3.19 5.98 -4.95
H -1.79 4.89 -5.49
H -2.02 5.30 -3.78
H -5.13 5.15 -2.93
H -3.83 4.46 -1.90
H -5.27 3.48 -2.25
H -1.88 1.96 -4.73
H -1.64 2.73 -3.18
*
```

For the HOMO energy (spin up / spin down), the calculation gives -1.137 / -1.138 eV. The energy relative to the best compared isomer or geometry (same formula, charge and spin) comes out at 186.6 kJ/mol. The LUMO energy (spin up / spin down) is 2.2 / 2.2 eV.


7 unconnected molecules or ions with the total composition C39H66FN7O14P2S at a distorted geometry. Source: the OMol25 dataset; level of theory: wB97M-V/def2-TZVPD.

```
! RIJCOSX wB97M-V def2-TZVPD def2/J DEFGRID3
* xyz 0 1
C 1.25 -1.83 -1.17
C 1.06 -0.31 -1.18
C 0.53 0.28 -0.02
C 0.10 -0.56 1.17
C -1.07 -1.50 0.74
F 1.16 -1.28 1.74
C 0.40 1.65 0.00
C 0.74 2.43 -1.11
C 1.23 1.85 -2.26
C 1.55 2.74 -3.47
C 3.07 2.89 -3.74
O 3.20 2.89 -5.18
C 3.64 4.25 -3.26
N 4.48 4.10 -2.04
C 1.41 0.45 -2.29
P 2.03 -0.48 -3.74
O 3.42 -0.90 -3.50
O 2.02 0.36 -5.11
O 1.14 -1.79 -4.03
C 0.50 3.92 -0.99
O 1.28 4.77 -1.37
C -0.81 4.28 -0.29
C -1.13 3.51 0.80
C -2.30 3.71 1.51
C -3.15 4.70 1.08
C -2.84 5.49 -0.02
C -3.84 6.56 -0.44
O -5.14 5.96 -0.54
O -5.02 4.97 -1.54
C -1.66 5.30 -0.73
P -1.17 6.31 -2.18
S -0.28 7.94 -1.57
C -0.16 2.42 1.19
O 0.16 2.24 2.35
H 0.30 -2.27 -1.52
H 1.51 -2.20 -0.19
H 2.02 -2.15 -1.87
H -0.31 0.05 1.96
H -0.77 -2.54 0.65
H -1.85 -1.43 1.51
H -1.51 -1.08 -0.18
H 1.03 2.35 -4.34
H 1.17 3.75 -3.34
H 3.66 2.06 -3.32
H 3.97 2.38 -5.42
H 2.86 5.00 -3.13
H 4.30 4.63 -4.05
H 4.54 5.02 -1.62
H 5.42 3.88 -2.36
H 1.09 0.48 -5.39
H 0.27 -1.45 -4.32
H -2.54 3.08 2.36
H -4.10 4.90 1.56
H -3.88 7.39 0.26
H -3.60 6.88 -1.46
H -5.39 4.15 -1.18
H -2.34 6.63 -2.92
H -0.29 5.56 -2.98
C 0.06 -5.76 1.78
C -1.41 -5.50 1.57
O -1.81 -4.65 0.78
N -2.30 -6.24 2.28
C -2.02 -7.28 3.26
H 0.63 -5.10 1.14
H 0.33 -5.57 2.82
H 0.30 -6.79 1.52
H -3.26 -6.01 2.09
H -2.48 -8.21 2.92
H -2.45 -6.99 4.21
H -0.95 -7.44 3.38
C 0.22 0.08 4.74
C -1.04 -0.73 4.86
O -1.82 -0.87 3.93
N -1.29 -1.33 6.06
C -0.50 -1.29 7.27
H 0.29 0.49 3.73
H 0.21 0.91 5.45
H 1.10 -0.54 4.91
H -2.15 -1.86 6.06
H -0.21 -2.31 7.54
H -1.10 -0.86 8.07
H 0.40 -0.69 7.14
C -1.31 -5.50 6.63
C -1.56 -6.97 6.91
O -2.57 -7.53 6.51
N -0.63 -7.65 7.62
C 0.62 -7.15 8.17
H -2.14 -5.10 6.06
H -1.24 -4.95 7.57
H -0.39 -5.38 6.05
H -0.86 -8.62 7.76
H 1.45 -7.72 7.74
H 0.62 -7.29 9.25
H 0.76 -6.09 7.95
C -0.86 9.50 2.07
C -1.21 8.05 2.27
O -2.26 7.57 1.85
N -0.32 7.27 2.93
C 0.96 7.65 3.49
H -1.67 9.99 1.52
H -0.74 10.00 3.03
H 0.05 9.59 1.48
H -0.62 6.31 3.02
H 1.74 7.04 3.02
H 0.96 7.44 4.56
H 1.18 8.70 3.32
C 6.09 -5.29 -5.10
C 5.07 -5.42 -6.21
O 5.26 -6.14 -7.18
N 3.93 -4.69 -6.10
C 3.54 -3.79 -5.03
H 6.94 -5.93 -5.33
H 6.44 -4.26 -5.02
H 5.66 -5.62 -4.16
H 3.30 -4.82 -6.88
H 2.60 -4.15 -4.60
H 3.37 -2.80 -5.45
H 4.29 -3.72 -4.26
C -2.13 -2.86 -5.47
C -2.02 -1.37 -5.70
O -0.95 -0.77 -5.57
N -3.13 -0.70 -6.06
C -4.47 -1.23 -6.27
H -1.15 -3.25 -5.19
H -2.83 -3.06 -4.66
H -2.45 -3.36 -6.38
H -2.98 0.28 -6.20
H -4.78 -1.02 -7.30
H -5.16 -0.73 -5.59
H -4.51 -2.30 -6.09
*
```

Its structure (SMILES) is Cc1c([C@@H](C)F)c2c(c(C[C@@H](O)CN)c1P(=O)(O)O)C(=O)c1c(ccc(COO)c1[PH2]=S)C2=O.CNC(C)=O.CNC(C)=O.CNC(C)=O.CNC(C)=O.CNC(C)=O.CNC(C)=O. For the HOMO energy, the calculation gives -8.289 eV. The LUMO energy is -0.6 eV.